Formula: C81H207N9O27
Source: the OMol25 dataset
Level of theory: wB97M-V/def2-TZVPD

Last column: Löwdin charge in e.
Geometry (Å):
C -0.88346 1.09928 6.28070  -0.030
C -2.21589 0.29265 6.38345  -0.497
C -3.50476 1.18677 6.29595  -0.037
O -2.26931 -0.64874 5.36445  -0.053
H -1.11578 1.79586 5.47515  0.066
H -0.11925 0.36667 6.02118  0.063
H -0.54601 1.62900 7.17156  0.075
H -2.18626 -0.30629 7.29367  0.115
H -4.39990 0.57549 6.18119  0.053
H -3.49177 1.51591 5.25691  0.077
H -3.76005 1.88524 7.09286  0.078
H -2.95727 -1.24802 5.66306  0.090
C -4.96749 -4.33532 -2.13729  -0.056
C -3.82419 -5.09708 -1.58948  -0.515
C -2.99637 -5.88269 -2.62956  -0.034
O -2.89166 -4.32527 -0.89849  -0.073
H -5.66485 -3.83942 -1.46210  0.085
H -5.45342 -5.03675 -2.81549  0.083
H -4.54913 -3.54061 -2.75495  0.066
H -4.25875 -5.78940 -0.86841  0.136
H -2.61554 -5.21853 -3.40542  0.048
H -3.67660 -6.47285 -3.24366  0.074
H -2.11464 -6.39933 -2.25042  0.083
H -2.51768 -4.82789 -0.17109  0.021
C 9.52537 2.07764 5.30948  -0.028
C 8.35985 3.05876 5.54513  -0.557
C 7.67902 3.43669 4.31393  -0.061
O 7.41197 2.39108 6.25699  -0.057
H 9.81203 1.62847 6.26036  0.075
H 10.38606 2.62480 4.92487  0.087
H 9.26339 1.28549 4.60808  0.053
H 8.61660 3.91604 6.16742  0.143
H 7.24470 2.54274 3.86639  0.083
H 8.40508 3.91221 3.65452  0.090
H 6.98099 4.22996 4.58147  0.087
H 7.88217 2.12436 7.05033  0.100
C 6.77757 -4.66152 -0.96669  -0.045
C 6.70305 -3.31906 -1.68821  -0.514
C 8.06225 -2.64233 -1.67729  -0.037
O 6.28412 -3.42365 -3.01459  -0.055
H 6.89988 -4.32502 0.06283  0.070
H 7.61520 -5.28239 -1.28448  0.083
H 5.86302 -5.25098 -1.03200  0.064
H 5.83147 -2.73615 -1.39044  0.120
H 8.74087 -2.95798 -2.46972  0.089
H 8.55370 -3.01407 -0.77818  0.064
H 7.86931 -1.57113 -1.61905  0.054
H 5.62151 -2.73042 -3.05912  0.047
C -1.33593 -3.21352 -6.30932  -0.034
C -0.41122 -2.91079 -5.06973  -0.440
C 0.12010 -4.23832 -4.40010  -0.014
O 0.67534 -2.30030 -5.66339  -0.083
H -0.75420 -3.64085 -7.12607  0.081
H -1.81733 -2.31778 -6.70175  0.072
H -2.04912 -4.01195 -6.10445  0.055
H -0.78018 -2.14011 -4.39295  0.127
H -0.73487 -4.79881 -4.02198  0.054
H 0.70884 -3.95937 -3.52621  0.057
H 0.88211 -4.77427 -4.96596  0.092
H 1.20463 -3.09808 -5.73416  0.076
C 1.04050 2.89474 -5.25614  -0.060
C 0.30098 1.58160 -5.42450  -0.461
C -1.03135 1.72435 -6.19685  -0.058
O 1.03238 0.68621 -6.30674  -0.071
H 0.40693 3.46636 -4.57794  0.074
H 1.27607 3.43690 -6.17193  0.095
H 1.85227 2.74932 -4.54342  0.067
H 0.06561 1.14366 -4.45450  0.126
H -1.54438 0.76570 -6.27382  0.064
H -0.74105 1.92295 -7.22853  0.084
H -1.68244 2.40339 -5.64631  0.070
H 1.02479 -0.22397 -6.00160  0.039
C -7.02669 -1.80132 4.44559  -0.040
C -7.54758 -3.18676 4.82052  -0.501
C -8.37366 -3.72517 3.65201  -0.072
O -6.44460 -4.06844 4.95256  -0.053
H -6.67513 -2.03648 3.44100  0.075
H -6.27954 -1.49453 5.17753  0.071
H -7.76877 -1.01515 4.30649  0.081
H -8.22258 -3.23342 5.67509  0.131
H -8.54092 -4.80135 3.69640  0.079
H -7.94733 -3.55283 2.66376  0.075
H -9.23210 -3.05569 3.70656  0.083
H -6.80409 -4.94850 4.81884  0.075
C -4.25934 -4.82563 -8.44176  -0.029
C -5.57807 -4.06021 -7.99102  -0.451
C -5.54385 -2.96393 -6.90947  -0.044
O -6.23123 -3.50811 -9.12514  -0.077
H -4.47661 -5.60957 -9.16725  0.069
H -3.88908 -5.31475 -7.54078  0.061
H -3.53806 -4.14739 -8.89765  0.073
H -6.29921 -4.82343 -7.69852  0.121
H -6.55195 -2.58000 -6.75315  0.070
H -4.79032 -2.20234 -7.11015  0.082
H -5.22830 -3.51834 -6.02565  0.069
H -7.07974 -3.15044 -8.85365  0.045
C -7.00863 5.31939 -3.32330  -0.043
C -8.32051 4.58096 -3.08673  -0.469
C -9.09606 4.20831 -4.34842  -0.062
O -8.10235 3.25800 -2.63920  -0.088
H -6.39497 4.83971 -4.08581  0.080
H -6.45980 5.42752 -2.38777  0.070
H -7.13971 6.37467 -3.56265  0.079
H -8.98328 5.05611 -2.36350  0.133
H -9.55471 5.07174 -4.83032  0.072
H -9.89187 3.53374 -4.03260  0.082
H -8.39680 3.81028 -5.08375  0.063
H -7.20660 3.12501 -2.32052  0.046
C 2.01385 0.89674 3.00144  -0.095
O 1.51063 1.13016 1.71964  -0.232
C 1.27588 -0.04590 0.95289  -0.187
C -0.04715 -0.75301 1.40904  -0.161
N -0.61761 -1.69634 0.37705  -0.029
C -1.21535 -0.97639 -0.76376  -0.194
C -2.62876 -0.37768 -0.38346  -0.197
O -3.29886 0.27014 -1.43177  -0.223
C -3.65559 -0.44024 -2.61468  -0.067
H 2.69663 0.05025 2.92827  0.090
H 1.15885 0.74809 3.66097  0.086
H 2.57229 1.80658 3.22150  0.086
H 2.06497 -0.76765 0.74190  0.126
H 0.89512 0.48244 0.07883  0.099
H -0.78926 -0.04013 1.76847  0.106
H 0.15093 -1.33619 2.30836  0.085
H -1.42619 -2.24083 0.64128  0.081
H -1.45825 -1.65517 -1.58131  0.087
H -0.58863 -0.34660 -1.39518  0.109
H -2.49416 0.40624 0.36182  0.103
H -3.35139 -1.09351 0.00833  0.124
H -4.02806 0.11263 -3.47706  0.084
H -4.24096 -1.28156 -2.24367  0.079
H -2.82527 -0.89501 -3.15491  0.065
C -9.54613 -1.55783 -8.36332  -0.120
O -8.23650 -1.45587 -8.80829  -0.235
C -8.08308 -0.26232 -9.60756  -0.191
C -6.57602 0.11030 -9.59079  -0.149
N -6.12570 0.24204 -8.17814  -0.051
C -6.66006 1.37164 -7.44387  -0.217
C -6.07549 1.48767 -6.01964  -0.214
O -6.14368 0.29260 -5.25307  -0.207
C -7.44382 0.03613 -4.55352  -0.035
H -9.47836 -2.46024 -7.75573  0.091
H -10.26023 -1.73284 -9.16801  0.097
H -9.81201 -0.79387 -7.63271  0.089
H -8.67845 0.55100 -9.19265  0.102
H -8.46257 -0.41990 -10.61714  0.121
H -6.23761 0.98723 -10.14269  0.120
H -6.16890 -0.86015 -9.87464  0.106
H -6.40144 -0.64916 -7.79105  0.056
H -7.74903 1.41913 -7.44374  0.098
H -6.37475 2.30062 -7.93752  0.118
H -6.61855 2.26542 -5.48271  0.093
H -5.07868 1.91610 -6.12422  0.114
H -8.26225 -0.14451 -5.25041  0.076
H -7.68344 0.59941 -3.65164  0.074
H -7.21216 -0.94263 -4.13344  0.073
C 0.98887 -3.50243 4.08548  -0.067
O 0.50545 -4.66142 3.39608  -0.214
C -0.73595 -5.11535 3.76291  -0.242
C -1.11214 -6.07717 2.60743  -0.147
N -1.43614 -5.27362 1.35513  -0.034
C -0.14682 -4.84291 0.60207  -0.157
C 0.82876 -6.00111 0.17648  -0.229
O 1.56953 -5.82163 -1.01282  -0.177
C 2.63481 -4.96528 -0.65816  -0.118
H 0.19094 -2.76311 4.15487  0.078
H 1.71604 -2.94515 3.49492  0.078
H 1.51313 -3.72706 5.01434  0.079
H -1.40581 -4.25820 3.83121  0.123
H -0.67716 -5.78113 4.62394  0.123
H -2.06140 -6.55059 2.85820  0.106
H -0.31819 -6.82326 2.57441  0.116
H -1.64459 -4.34789 1.70107  0.074
H 0.44202 -4.20192 1.25818  0.083
H -0.51106 -4.27434 -0.25359  0.091
H 0.21683 -6.85887 -0.10260  0.117
H 1.45895 -6.42909 0.95609  0.114
H 3.27522 -5.43444 0.08874  0.086
H 2.39066 -3.95544 -0.32847  0.088
H 3.14605 -4.96361 -1.62083  0.089
C -0.81757 3.35603 -0.22320  -0.041
O -1.26176 4.26469 0.84169  -0.223
C -0.66260 4.03023 2.07474  -0.219
C -1.28426 5.26959 2.87739  -0.167
N -0.92336 5.15867 4.28205  -0.098
C 0.51722 5.17205 4.67804  -0.154
C 0.21881 5.49417 6.18090  -0.183
O -0.72052 6.54521 6.57357  -0.250
C -0.71663 7.87248 5.99321  -0.063
H 0.25454 3.44156 -0.40035  0.074
H -1.47977 3.72153 -1.00805  0.075
H -0.99090 2.30009 -0.01566  0.068
H 0.42405 4.10378 2.03112  0.103
H -0.95435 3.02506 2.37906  0.119
H -2.36317 5.22060 2.73027  0.114
H -0.91440 6.18049 2.40669  0.107
H -1.47696 5.75966 4.87571  0.076
H 1.09486 5.83404 4.03290  0.111
H 0.87553 4.14287 4.65554  0.099
H 1.14003 5.82606 6.65976  0.104
H -0.05856 4.57215 6.69184  0.115
H 0.33703 8.07083 6.18955  0.084
H -1.41974 8.54150 6.48934  0.093
H -0.80974 7.77470 4.91160  0.074
C 12.02252 -0.54056 2.77355  -0.087
O 11.11728 -0.46912 3.91343  -0.208
C 10.98936 -1.72058 4.56782  -0.204
C 9.73699 -1.59966 5.58231  -0.147
N 8.45660 -1.42082 4.86140  -0.057
C 7.93759 -2.56116 4.12272  -0.186
C 7.82951 -3.86638 4.98357  -0.238
O 7.08341 -4.82784 4.31365  -0.205
C 7.84970 -5.69644 3.45231  -0.082
H 11.60561 -0.16743 1.83810  0.066
H 12.50656 -1.47206 2.48009  0.083
H 12.89625 0.07086 2.99907  0.080
H 11.92039 -1.88548 5.11012  0.114
H 10.85339 -2.51309 3.83193  0.103
H 10.00935 -0.73356 6.18546  0.093
H 9.81151 -2.45601 6.25254  0.103
H 8.32833 -0.54037 4.38341  0.073
H 8.66850 -2.68989 3.32442  0.090
H 6.95992 -2.40815 3.66575  0.120
H 7.22844 -3.77757 5.88852  0.124
H 8.75297 -4.30642 5.35999  0.110
H 7.16436 -6.41505 3.00286  0.088
H 8.48263 -6.29819 4.10453  0.078
H 8.51767 -5.19820 2.74969  0.082
C 0.01087 -1.47366 9.71360  -0.093
O 0.77493 -1.85091 8.56467  -0.196
C 2.11432 -2.01273 8.77427  -0.258
C 2.76358 -2.03195 7.42412  -0.208
N 4.01169 -1.27523 7.41165  -0.056
C 4.51325 -1.04073 6.01065  -0.145
C 4.92132 0.45149 5.92237  -0.252
O 3.78561 1.21845 6.07317  -0.180
C 4.16273 2.56125 6.39026  -0.099
H 0.35925 -0.52395 10.11950  0.086
H -0.14330 -2.19251 10.51833  0.085
H -1.00716 -1.22729 9.41195  0.072
H 2.17717 -2.94742 9.33151  0.126
H 2.40111 -1.21404 9.45834  0.121
H 2.10137 -1.47678 6.75978  0.110
H 2.86865 -3.04506 7.03595  0.117
H 3.72782 -0.40335 7.83514  0.087
H 3.78829 -1.35674 5.26052  0.098
H 5.33729 -1.74498 5.89622  0.097
H 5.35218 0.76403 4.97118  0.114
H 5.69225 0.69649 6.65293  0.106
H 4.71150 3.15021 5.65536  0.078
H 4.60791 2.71164 7.37377  0.092
H 3.25751 3.16449 6.45938  0.073
C -4.21513 3.47986 -1.87497  -0.099
O -5.51127 3.34834 -1.33411  -0.224
C -5.41414 3.19087 0.04988  -0.185
C -6.85966 2.94371 0.59819  -0.170
N -7.28386 1.54200 0.63170  -0.079
C -8.63904 1.41961 1.14636  -0.204
C -9.04262 0.01123 0.75437  -0.208
O -10.27328 -0.28767 1.43687  -0.162
C -11.02580 -1.07927 0.65821  -0.196
H -3.79804 4.46238 -1.65405  0.095
H -4.30210 3.41299 -2.95945  0.089
H -3.57971 2.63800 -1.59997  0.068
H -4.82363 3.95558 0.55447  0.123
H -4.88684 2.25969 0.25713  0.114
H -7.75379 3.41476 0.18987  0.103
H -6.80170 3.30058 1.62648  0.110
H -6.98319 0.83065 -0.01920  0.111
H -9.34447 2.07945 0.64131  0.115
H -8.74325 1.64845 2.20696  0.125
H -8.27006 -0.63135 1.17664  0.113
H -9.00830 -0.29730 -0.29049  0.122
H -11.35287 -0.45571 -0.17383  0.087
H -12.01123 -1.40512 0.99115  0.090
H -10.54005 -1.92721 0.17537  0.088
C 3.75310 3.55494 0.54276  -0.125
O 4.41206 3.99475 -0.57474  -0.199
C 3.57994 4.77107 -1.36422  -0.250
C 4.39828 5.22218 -2.54732  -0.205
N 3.75075 6.27425 -3.34441  -0.067
C 2.67986 5.72710 -4.19905  -0.205
C 2.09126 6.77880 -5.12870  -0.198
O 2.68320 6.51972 -6.39873  -0.210
C 2.50145 7.45837 -7.41897  -0.121
H 2.69051 3.79598 0.57282  0.073
H 4.22107 4.12893 1.34253  0.095
H 3.85354 2.50252 0.80815  0.085
H 3.01883 5.49741 -0.77627  0.133
H 2.77980 4.19483 -1.82879  0.109
H 4.82640 4.44291 -3.17784  0.120
H 5.23479 5.71635 -2.05320  0.119
H 4.51355 6.79768 -3.74971  0.107
H 1.89606 5.41441 -3.50914  0.105
H 3.02079 4.84093 -4.73439  0.107
H 2.26862 7.74899 -4.66460  0.122
H 1.02847 6.61939 -5.31083  0.118
H 3.01666 8.37413 -7.12907  0.084
H 1.47071 7.58788 -7.74897  0.088
H 3.14430 7.09829 -8.22220  0.087
C 8.49877 0.17582 1.21806  -0.146
O 7.79698 0.38706 0.06568  -0.196
C 7.78053 1.81533 -0.23656  -0.171
C 7.29669 2.17284 -1.70233  -0.132
N 5.80825 1.83289 -1.91446  -0.024
C 5.57333 0.29732 -1.94954  -0.180
C 4.20462 -0.06212 -2.45808  -0.210
O 4.03417 -1.47681 -2.61011  -0.231
C 2.74530 -1.78683 -3.25105  -0.046
H 8.16374 0.64963 2.14076  0.073
H 9.47847 0.64004 1.10503  0.079
H 8.49814 -0.90413 1.36567  0.092
H 8.74548 2.32225 -0.23986  0.109
H 7.17986 2.36137 0.49085  0.116
H 7.94714 1.86211 -2.51993  0.113
H 7.39511 3.25787 -1.73599  0.097
H 5.12494 2.11439 -1.22603  0.056
H 5.87854 -0.12359 -0.99153  0.097
H 6.31844 -0.10102 -2.63818  0.112
H 4.06776 0.45751 -3.40642  0.126
H 3.42827 0.16127 -1.72631  0.115
H 2.74751 -1.18723 -4.16131  0.081
H 1.92771 -1.54254 -2.57284  0.084
H 2.59719 -2.82826 -3.53670  0.069

Output
- molar mass (g/mol) = 1739.58
- HOMO energy (eV) = -8.27
- total charge = 0
- E_LUMO (eV) = 0.41
- 2S+1 = 1